This record from OMol25 describes a molecular structure, C3H4AuO4. The level of theory is ωB97M-V/def2-TZVPD.

The calculation puts the energy relative to the best compared isomer or geometry (same formula, charge and spin) at 200.4 kJ/mol. Its multiplicity is 3. As for the total charge: +1. Its largest force on an atom is 19.3 eV/Å. For the LUMO energy (alpha / beta), the calculation gives -5.2 / -8.1 eV. As for the molar mass: 301.03 g/mol. The total energy is -15041.284 eV.

The geometry in XYZ format:
```
12
Properties=species:S:1:pos:R:3:lowdin_charge:R:1
C 1.495 -0.938 0.910 -0.109
C 0.752 -0.016 0.277 -0.055
O 0.034 -0.442 -0.840 0.117
C -0.947 0.316 -1.310 -0.720
O -1.009 1.551 -1.053 -0.083
O -1.957 -0.260 -1.804 -0.018
O 2.444 -0.559 1.806 0.052
Au -2.740 1.307 -1.267 1.290
H 1.243 -2.000 0.856 0.149
H 0.982 1.049 0.294 0.143
H 3.120 -1.236 1.885 0.121
H -3.416 1.228 0.246 0.111
```